# 1
Molecular formula: C12H17N
Method: DFT, ωB97M-V with the def2-TZVPD basis set

XYZ file:
```
30
Properties=species:S:1:pos:R:3:forces:R:3
C -2.1096 1.1348 1.8309 -1.28 -0.04 -2.96
C -2.1100 -0.1095 0.8743 0.09 -0.97 -0.95
C -1.4681 0.1438 -0.5275 -1.16 1.55 -0.18
C -1.4928 1.2387 -1.4306 3.04 -3.77 0.85
N -0.4923 1.0270 -2.4051 -1.36 -1.11 1.22
C 0.0235 -0.2506 -2.2705 -0.86 2.01 0.92
C 1.0933 -0.7669 -2.9853 0.35 0.88 -1.69
C 1.3906 -2.0448 -2.6442 -0.85 -1.92 1.24
C 0.7107 -2.7019 -1.5380 0.61 -0.35 0.77
C -0.1897 -2.0960 -0.6656 0.78 1.81 -2.04
C -0.6100 -0.7927 -1.1208 1.82 -1.88 0.38
H -2.5451 2.0806 1.2596 -0.04 -2.10 1.61
H -1.0815 1.4483 1.8703 0.17 -0.03 0.91
H -2.6070 0.6994 2.7180 0.40 1.44 0.02
H -1.5073 -0.9408 1.3516 -0.14 1.15 -0.36
H -3.0856 -0.6944 0.8045 0.65 1.38 -0.10
H -2.1796 1.9553 -1.5959 -1.91 2.68 0.00
H -0.2384 1.6225 -3.1525 -0.14 0.60 -0.52
H 1.5719 -0.1490 -3.8498 -0.80 -1.39 1.72
H 2.0708 -2.7011 -3.1572 0.40 0.28 -0.31
H 1.0336 -3.7213 -1.2700 0.01 0.54 -0.35
H -0.4490 -2.4344 0.3277 -0.20 -0.53 -0.30
C 2.2490 1.4563 1.7319 -4.79 -1.90 -2.67
C 1.3073 0.5175 2.6150 2.05 0.87 0.89
H 2.9686 1.8779 2.2574 2.81 2.52 3.08
H 2.9134 0.8675 1.0549 -1.39 0.45 -0.57
H 1.4750 2.2785 1.3035 2.47 -1.85 0.30
H 0.2784 0.6478 2.2946 0.39 -0.66 0.16
H 1.6561 -0.5513 2.6674 -0.55 1.06 -0.23
H 1.4237 0.9588 3.6513 -0.55 -0.75 -0.87
```
Positions in Å, forces in eV/Å.

Computed properties:
Relative energy (zero: lowest compared OMol25 entry of this formula, charge and spin)   274.6 kJ/mol
Lowest unoccupied orbital energy   1.0 eV
SMILES   CCc1c[nH]c2ccccc12.CC
Molar mass   175.3 g/mol
Net charge   0

=====

# 2
Molecular formula: C42H42BBaN9O3S2
Method: DFT, ωB97M-V with the def2-TZVPD basis set

XYZ file:
```
100
Properties=species:S:1:pos:R:3:forces:R:3
Ba 0.3709 0.7699 -0.9714 -1.18 -0.84 3.66
C -1.1248 -0.2102 5.2315 -0.03 0.00 -0.05
C -1.1452 -0.7371 3.8277 0.24 0.15 -0.23
C -1.6453 -1.9297 3.3546 -0.28 -0.14 0.02
C -1.3751 -1.9042 1.9690 -0.21 -0.73 -0.15
N -0.7444 -0.8015 1.6135 0.10 0.47 0.65
N -0.6051 -0.0817 2.7665 0.19 0.30 -0.23
B 0.1342 1.2926 2.7838 -0.02 -0.12 0.13
N 1.6100 1.0927 2.2860 -0.15 -0.14 0.02
N 1.8949 0.4726 1.1121 -0.08 0.02 1.14
C 3.2001 0.3292 1.0527 0.56 0.07 -0.03
C 3.8080 0.8444 2.2141 0.20 0.07 -0.07
C 2.7587 1.3203 2.9760 -0.28 -0.01 -0.05
C 2.7909 1.9601 4.3307 0.06 0.01 -0.02
C 3.7799 -0.2148 -0.1939 -0.04 0.00 0.13
C 3.1431 -1.2768 -0.8335 -0.06 -0.14 -0.10
C 3.5950 -1.7464 -2.0612 0.07 0.12 0.08
C 4.7045 -1.1606 -2.6591 0.01 0.13 0.13
C 5.3584 -0.1077 -2.0193 -0.16 -0.06 0.08
C 4.8966 0.3651 -0.7939 0.03 -0.04 -0.12
N -0.6850 2.3625 1.9779 0.15 -0.21 -0.06
N -1.0679 2.1801 0.6816 -0.12 0.26 1.15
C -1.8572 3.1909 0.3687 -0.23 0.32 -0.07
C -1.9997 4.0612 1.4649 -0.09 0.20 -0.07
C -1.2401 3.4962 2.4702 0.15 -0.20 0.05
C -1.0240 3.9778 3.8753 -0.03 0.03 -0.05
C -2.4548 3.2517 -0.9818 -0.02 -0.14 0.15
C -2.6029 4.4586 -1.6528 -0.04 0.10 -0.20
C -3.1427 4.4862 -2.9336 0.01 -0.09 0.04
C -3.5352 3.3063 -3.5606 0.03 0.05 0.12
C -3.3942 2.0957 -2.8928 0.10 0.14 0.15
C -2.8650 2.0731 -1.6064 -0.06 -0.08 -0.09
C -1.6841 -2.9672 0.9785 0.02 0.13 0.13
C -0.7681 -3.3010 -0.0180 0.10 -0.17 0.07
C -1.0481 -4.2883 -0.9539 -0.02 -0.05 0.17
C -2.2567 -4.9748 -0.9030 -0.11 0.03 0.15
C -3.1772 -4.6595 0.0959 0.11 0.02 0.06
C -2.8931 -3.6609 1.0271 -0.09 -0.15 -0.03
H -1.6252 -0.9280 5.8824 0.03 0.05 -0.01
H -1.6410 0.7513 5.3236 0.05 -0.14 -0.08
H -0.1051 -0.0668 5.6004 -0.09 -0.04 -0.08
H -2.1274 -2.7160 3.9308 0.16 0.25 -0.21
H 0.1863 1.6848 3.9283 0.01 -0.14 -0.36
H 4.8610 0.8529 2.4722 -0.24 0.02 -0.07
H 3.8301 2.0996 4.6322 -0.07 0.00 0.00
H 2.2944 1.3470 5.0883 0.05 0.01 -0.12
H 2.2989 2.9369 4.3358 0.05 -0.10 -0.06
H 2.2914 -1.7467 -0.3450 0.10 0.03 -0.03
H 3.0866 -2.5728 -2.5436 0.01 0.02 0.00
H 5.0589 -1.5217 -3.6178 0.01 0.02 0.05
H 6.2216 0.3568 -2.4844 -0.07 -0.03 0.04
H 5.3770 1.2119 -0.3108 -0.04 -0.11 -0.07
H -2.5948 4.9629 1.5259 0.10 -0.14 -0.01
H -1.5233 4.9392 3.9982 0.02 -0.03 0.01
H 0.0379 4.1107 4.1064 -0.14 -0.02 -0.10
H -1.4293 3.2848 4.6197 0.02 0.06 -0.16
H -2.2621 5.3741 -1.1795 -0.06 -0.06 -0.05
H -3.2439 5.4326 -3.4530 0.00 -0.05 0.03
H -3.9511 3.3310 -4.5623 0.05 0.01 0.08
H -3.7011 1.1725 -3.3729 0.02 0.05 0.03
H -2.7773 1.1357 -1.0617 -0.03 0.10 -0.05
H 0.1761 -2.7720 -0.0474 -0.02 -0.03 0.00
H -0.3150 -4.5370 -1.7145 -0.04 0.01 0.08
H -2.4752 -5.7510 -1.6311 0.00 0.08 0.12
H -4.1220 -5.1911 0.1482 0.07 0.05 0.00
H -3.6214 -3.4015 1.7955 0.14 -0.09 -0.17
N 3.3859 3.2943 -8.6296 -0.22 -0.11 0.23
C 2.7757 2.9542 -7.4247 0.09 0.06 -0.16
C 3.0662 1.7275 -6.8090 0.06 0.01 -0.06
C 2.4452 1.3686 -5.6316 -0.18 0.09 0.11
C 1.5061 2.2331 -5.0588 0.26 0.21 -0.47
C 1.2062 3.4537 -5.6573 -0.01 -0.17 0.02
C 1.8353 3.8060 -6.8390 0.03 0.04 -0.05
S 0.7932 1.8303 -3.5269 0.28 0.61 -1.21
O 0.1687 0.5145 -3.6387 0.30 0.13 -0.35
O -0.1020 2.9043 -3.1432 0.04 -0.05 -0.12
N 1.9530 1.6478 -2.4591 2.19 2.35 -1.27
C 2.3791 2.8315 -1.7934 0.05 -0.43 -0.52
S 3.0443 4.2328 -2.6134 -0.12 -0.34 -0.23
C 3.2109 5.0336 -1.1101 0.04 0.08 0.13
C 2.7916 4.2226 -0.1146 -0.15 -0.59 0.31
N 2.3275 2.9618 -0.4927 0.10 0.73 -0.56
H 4.2529 2.8329 -8.8389 0.06 -0.05 0.02
H 3.3872 4.2693 -8.8725 -0.02 0.06 0.02
H 3.7920 1.0602 -7.2648 -0.06 0.06 0.03
H 2.6878 0.4226 -5.1473 -0.08 0.24 -0.06
H 0.4828 4.1172 -5.1883 0.15 -0.15 -0.07
H 1.6026 4.7547 -7.3138 0.03 -0.08 0.03
H 3.6014 6.0429 -1.0376 -0.10 -0.27 0.01
H 2.7990 4.4823 0.9427 -0.04 -0.13 -0.28
C -1.5542 -2.1406 -3.5167 0.14 -0.10 -0.01
C -1.9448 -1.5401 -2.2001 0.36 0.42 0.42
C -3.3566 -1.6654 -1.7352 -0.22 -0.08 -0.16
O -1.1211 -0.9463 -1.5075 -1.87 -1.92 -1.24
H -2.3899 -2.6556 -3.9911 0.09 0.01 0.01
H -0.7246 -2.8418 -3.3525 -0.23 0.20 -0.06
H -1.1764 -1.3400 -4.1607 -0.05 -0.05 0.09
H -3.6100 -2.7333 -1.6931 0.00 0.24 -0.04
H -4.0221 -1.1941 -2.4717 0.08 -0.11 0.11
H -3.4927 -1.2149 -0.7530 0.05 0.00 -0.09
```
Positions in Å, forces in eV/Å.

Computed properties:
Lowest unoccupied orbital energy   0.4 eV
Molar mass   933.1 g/mol
Net charge   0

=====

These records have E_HOMO values of -7.73; -7.99 eV, in the order they appear.
These records have HOMO-LUMO gap values of 8.69; 8.40 eV, in the order they appear.
These records have F_max values of 5.80; 3.93 eV Å⁻¹, in the order they appear.